The following is a DFT calculation (ωB97M-V/def2-TZVPD) of 8 unconnected molecules or ions with the total composition C19H54BFN2O11S at a distorted geometry.

The LUMO energy is 0.01815 hartree. For the maximum force, the calculation gives 2.669 eV Å⁻¹. Its multiplicity is 1. The structure (SMILES) is [H]/N=C(/C)CN(B(O)OCC)S(=O)(=O)F.CCO.CCO.CCO.CCO.CCO.CCO.CCO. As for the calculated total energy: -2216.39471 Eh. For the orbital gap, the calculation gives 9.646 eV.

Geometry as XYZ:
```
89
Properties=species:S:1:pos:R:3:forces:R:3:mulliken_charge:R:1
H 1.865 -2.663 -2.905 0.16 0.08 -0.30 0.17
N 1.689 -1.771 -2.440 -0.16 -0.02 0.17 -0.73
C 1.455 -1.968 -1.212 0.17 0.00 -0.10 0.74
C 1.122 -0.828 -0.292 0.05 -0.38 -0.11 -0.80
C 1.473 -3.400 -0.665 0.21 1.17 -0.18 0.33
N 1.636 -3.459 0.811 0.17 -2.30 -0.42 0.38
B 0.678 -4.374 1.516 0.13 -0.05 0.79 0.44
O 0.070 -5.381 0.814 0.16 0.59 -0.54 -0.54
O 0.413 -4.196 2.834 -0.63 0.40 -0.55 -0.51
C 0.068 -2.864 3.291 0.35 -0.09 0.76 0.28
C 0.962 -2.448 4.446 0.12 -0.19 -0.03 -0.74
S 3.175 -3.539 1.335 1.23 2.19 0.91 1.12
O 3.816 -2.299 1.051 -0.24 -0.14 -0.43 -0.64
O 3.294 -4.063 2.647 -0.61 -0.51 -0.21 -0.61
F 3.946 -4.554 0.413 -0.70 -0.39 -0.26 -0.21
H 0.145 -0.433 -0.562 -0.03 0.17 -0.01 0.32
H 1.878 -0.055 -0.396 -0.03 0.15 -0.09 0.34
H 1.095 -1.141 0.742 -0.01 0.07 0.12 -0.03
H 0.543 -3.878 -0.951 -0.12 -0.14 0.27 0.55
H 2.269 -3.912 -1.193 0.09 -0.24 0.09 -0.86
H -0.859 -5.421 1.045 -0.10 -0.49 0.33 0.31
H -0.954 -2.942 3.658 -0.18 0.11 -0.22 0.36
H 0.122 -2.138 2.482 0.01 -0.06 -0.16 -0.09
H 1.955 -2.863 4.302 0.10 0.06 -0.04 0.29
H 1.052 -1.364 4.496 -0.08 0.10 -0.02 0.20
H 0.560 -2.808 5.390 0.08 0.01 -0.03 0.05
C -2.284 -3.301 8.920 -0.04 0.03 -0.09 -1.07
C -0.998 -3.395 8.120 -0.03 0.18 0.06 -0.24
O -0.972 -2.469 7.036 -0.14 -0.12 0.11 -0.43
H -3.145 -3.479 8.276 0.00 -0.04 0.00 0.28
H -2.295 -4.031 9.730 0.01 0.01 0.01 0.34
H -2.396 -2.305 9.355 0.03 -0.02 0.05 0.33
H -0.896 -4.383 7.674 0.03 0.00 -0.04 0.27
H -0.132 -3.224 8.769 0.01 -0.09 0.02 0.28
H -1.045 -1.582 7.401 0.01 0.05 -0.01 0.24
C -0.450 -2.277 -7.134 0.01 -0.08 -0.02 -1.01
C -0.351 -2.506 -5.637 0.29 0.19 -0.11 -0.23
O 0.948 -2.960 -5.262 -0.17 -0.33 -0.07 -0.34
H -0.217 -3.195 -7.675 -0.02 -0.01 0.01 0.32
H -1.452 -1.948 -7.411 0.00 0.03 0.02 0.18
H 0.265 -1.515 -7.455 -0.04 0.04 0.01 0.36
H -1.054 -3.277 -5.322 0.03 -0.03 0.06 0.27
H -0.589 -1.590 -5.093 -0.11 -0.03 0.05 0.21
H 1.585 -2.285 -5.514 0.06 0.04 0.12 0.25
C 5.077 -5.973 -3.339 0.04 0.05 0.01 -1.34
C 4.132 -4.966 -2.710 -0.23 -0.32 -0.32 -0.21
O 3.289 -4.366 -3.693 0.14 0.27 0.18 -0.32
H 5.695 -5.487 -4.094 0.03 0.02 0.03 0.32
H 5.727 -6.425 -2.589 -0.01 -0.01 0.00 0.35
H 4.516 -6.769 -3.834 -0.01 -0.03 0.06 0.36
H 4.685 -4.161 -2.229 -0.07 0.08 -0.04 0.32
H 3.502 -5.448 -1.956 0.18 -0.07 0.09 0.19
H 2.780 -5.055 -4.129 -0.07 0.03 -0.05 0.24
C -1.274 2.179 2.279 0.03 -0.04 -0.08 -0.86
C -0.492 1.204 3.139 0.13 0.14 -0.07 -0.25
O 0.531 0.547 2.396 -0.16 -0.03 0.17 -0.40
H -1.722 1.662 1.430 -0.04 -0.03 0.03 0.27
H -2.067 2.660 2.856 0.01 0.00 0.01 0.41
H -0.613 2.952 1.882 0.00 0.02 0.03 0.03
H -1.142 0.418 3.523 0.04 -0.04 0.01 0.26
H -0.047 1.725 3.995 -0.08 -0.02 0.05 0.32
H 1.129 1.220 2.057 0.04 -0.01 -0.05 0.22
C -4.054 0.443 -7.382 0.06 -0.07 0.00 -1.01
C -3.937 0.219 -5.886 0.14 0.14 -0.05 -0.31
O -2.633 -0.215 -5.509 -0.18 -0.03 -0.03 -0.43
H -3.810 -0.472 -7.924 -0.03 -0.02 0.00 0.23
H -5.063 0.753 -7.656 0.00 0.02 0.00 0.36
H -3.357 1.217 -7.712 -0.04 0.04 0.01 0.32
H -4.621 -0.565 -5.562 0.02 -0.02 0.04 0.27
H -4.191 1.136 -5.343 -0.09 -0.03 0.01 0.26
H -2.009 0.468 -5.771 0.06 0.01 0.02 0.28
C -1.363 6.884 0.969 0.04 -0.08 -0.09 -0.75
C -0.596 5.888 1.817 0.14 0.20 -0.10 -0.15
O 0.414 5.217 1.065 -0.11 -0.13 0.08 -0.54
H -1.823 6.381 0.117 -0.05 -0.04 0.04 0.27
H -2.146 7.371 1.553 0.00 -0.01 0.01 0.30
H -0.695 7.651 0.574 -0.01 0.04 0.05 0.10
H -1.258 5.112 2.196 0.02 -0.04 0.01 0.20
H -0.135 6.392 2.674 -0.09 -0.01 0.06 0.25
H 1.021 5.881 0.727 0.03 0.02 -0.04 0.31
C -1.905 11.553 -0.027 -0.02 -0.05 -0.02 -1.10
C -1.133 10.549 0.808 0.20 0.23 -0.20 -0.06
O -0.126 9.896 0.032 -0.13 -0.04 0.14 -0.54
H -2.370 11.057 -0.879 -0.03 -0.02 0.02 0.30
H -2.682 12.041 0.562 0.01 0.01 0.00 0.31
H -1.237 12.324 -0.418 -0.01 0.04 0.05 0.33
H -1.795 9.769 1.180 0.04 -0.06 -0.01 0.20
H -0.666 11.041 1.667 -0.10 -0.02 0.06 0.26
H 0.472 10.576 -0.289 0.06 -0.02 -0.05 0.31
```
Positions in Å, forces in eV/Å.

The following is a DFT calculation (ωB97M-V/def2-TZVPD) of 9 unconnected molecules or ions with the total composition C19H54N2O9 at a distorted geometry.

The LUMO energy is -0.00020 hartree. For the maximum force, the calculation gives 1.484 eV Å⁻¹. Its multiplicity is 1. The structure (SMILES) is CC1(C)CCCC(C)(C)N1O.CC1(C)CCCC(C)(C)N1O.CO.O.O.O.O.O.O. As for the energy relative to the best compared isomer or geometry (same formula, charge and spin): 0.00 kJ/mol. As for the calculated total energy: -1542.91806 Eh. For the orbital gap, the calculation gives 8.263 eV.

Geometry as XYZ:
```
84
Properties=species:S:1:pos:R:3:forces:R:3:mulliken_charge:R:1
C 3.593 2.846 -1.788 0.37 0.23 0.36 -2.21
C 3.353 1.628 -2.668 -0.09 -0.48 -0.39 1.79
C 2.746 0.492 -1.837 0.03 0.25 1.02 -1.27
C 2.386 2.013 -3.794 -0.25 0.09 -0.17 -1.26
C 2.354 1.024 -4.955 0.35 0.14 0.00 -0.60
C 3.759 0.792 -5.478 0.36 -0.37 -1.00 -1.26
C 4.800 0.379 -4.437 -0.49 -0.13 0.54 1.68
C 4.604 -1.088 -4.046 0.35 -0.57 0.30 -1.63
C 6.184 0.587 -5.018 0.77 0.16 -0.06 -2.05
N 4.640 1.267 -3.274 0.31 1.19 -0.82 0.35
O 5.633 1.049 -2.289 -0.16 -0.44 0.12 -0.50
H 2.645 3.278 -1.464 0.00 -0.08 0.11 0.40
H 4.216 2.591 -0.927 -0.33 -0.14 0.17 0.41
H 4.167 3.629 -2.289 -0.21 -0.10 -0.38 0.48
H 2.228 -0.276 -2.403 0.15 -0.05 -0.15 0.27
H 3.528 0.056 -1.206 0.00 -0.23 -0.24 0.39
H 2.016 0.883 -1.118 -0.06 0.11 -0.22 0.05
H 1.370 2.096 -3.395 0.10 0.03 0.24 0.36
H 2.646 3.013 -4.154 0.14 -0.08 -0.12 0.44
H 1.886 0.083 -4.661 -0.02 0.00 0.06 0.32
H 1.759 1.446 -5.766 -0.16 -0.09 0.05 0.39
H 4.103 1.656 -6.058 0.01 0.32 0.53 0.39
H 3.793 0.015 -6.255 -0.31 -0.12 0.23 0.43
H 3.599 -1.266 -3.671 -0.04 -0.06 -0.11 0.31
H 5.300 -1.386 -3.254 -0.07 0.29 0.10 0.34
H 4.815 -1.800 -4.849 -0.19 0.28 -0.25 0.43
H 6.407 -0.118 -5.821 -0.22 -0.03 -0.03 0.39
H 6.969 0.450 -4.272 -0.13 -0.17 0.07 0.42
H 6.324 1.595 -5.416 -0.24 0.01 0.01 0.43
H 6.274 1.746 -2.461 -0.01 0.03 0.08 0.35
C -3.603 -4.522 2.804 0.33 -0.10 0.45 -2.11
C -3.077 -3.090 2.718 0.04 0.27 -0.29 1.96
C -1.545 -3.075 2.975 -0.39 0.48 -0.16 -1.45
C -3.414 -2.551 1.313 0.22 -0.43 0.52 -1.79
C -3.215 -1.061 1.198 0.48 0.57 -0.35 0.74
C -4.107 -0.341 2.201 -0.41 -0.75 -0.48 -1.40
C -3.868 -0.817 3.640 0.25 0.53 -0.10 1.92
C -2.563 -0.229 4.191 0.45 -0.13 1.03 -1.61
C -5.038 -0.323 4.493 -0.15 -0.13 -0.06 -2.07
N -3.862 -2.281 3.654 -0.94 -0.15 -0.03 0.14
O -3.661 -2.725 4.989 0.32 -0.02 0.11 -0.48
H -3.147 -5.126 2.018 -0.18 0.02 -0.12 0.45
H -3.309 -4.982 3.752 -0.03 0.06 -0.01 0.46
H -4.690 -4.542 2.746 -0.02 -0.02 -0.21 0.44
H -1.344 -2.550 3.906 0.13 -0.43 0.21 0.25
H -1.167 -4.094 2.994 0.21 0.05 0.14 0.42
H -1.019 -2.512 2.200 0.00 -0.16 -0.10 0.21
H -2.794 -3.112 0.610 -0.02 0.13 -0.13 0.40
H -4.461 -2.793 1.108 0.00 0.01 -0.07 0.34
H -2.171 -0.751 1.323 -0.01 -0.30 0.11 -0.17
H -3.433 -0.774 0.164 -0.25 0.17 0.18 0.17
H -5.131 -0.603 1.903 -0.07 0.13 0.30 0.39
H -4.039 0.744 2.148 0.18 0.02 -0.01 0.34
H -2.596 0.817 4.513 -0.33 0.16 -0.68 0.41
H -1.715 -0.408 3.531 -0.01 0.19 -0.07 0.08
H -2.338 -0.702 5.155 0.02 -0.35 -0.26 0.44
H -5.216 0.731 4.276 0.05 0.04 0.13 0.37
H -4.867 -0.454 5.561 0.09 0.05 -0.01 0.40
H -5.944 -0.870 4.225 0.03 -0.01 -0.03 0.49
H -4.482 -3.174 5.211 -0.03 0.00 -0.02 0.35
C -2.067 2.886 2.517 -0.92 1.00 0.25 -0.39
O -2.182 4.154 1.838 0.43 -0.52 -0.23 -0.55
H -1.475 3.052 3.421 0.12 -0.45 0.02 0.33
H -3.078 2.580 2.788 0.15 -0.27 0.23 0.45
H -1.668 2.112 1.871 0.19 0.19 -0.20 -0.06
H -2.674 4.728 2.429 -0.01 0.10 -0.10 0.32
O -0.829 0.746 -0.314 -0.02 0.30 -0.13 0.05
H -0.406 -0.052 -0.666 0.02 -0.13 0.12 0.15
H -0.186 1.138 0.287 0.06 -0.37 0.10 -0.03
O -2.819 2.672 -0.807 -0.03 0.03 -0.02 -0.67
H -2.594 3.468 -0.314 -0.10 0.03 0.11 0.30
H -2.091 2.058 -0.630 0.03 -0.06 -0.14 0.27
O 0.620 -1.714 0.037 -0.08 0.14 -0.04 -0.60
H 1.086 -2.423 -0.415 -0.02 -0.02 -0.03 0.24
H 1.262 -1.365 0.677 0.14 -0.19 0.01 0.34
O -2.427 -0.481 -2.431 -0.05 -0.11 -0.03 -0.63
H -2.572 0.039 -1.633 0.06 0.08 0.00 0.23
H -2.869 0.019 -3.122 -0.01 0.04 -0.02 0.28
O 2.635 -0.793 1.932 -0.16 0.16 -0.01 -0.66
H 3.528 -0.622 1.619 0.05 -0.05 -0.04 0.32
H 2.211 0.081 1.955 0.17 -0.04 -0.05 0.36
O 0.920 1.462 1.915 0.02 0.18 0.09 -0.78
H 0.799 2.401 1.734 0.18 0.08 0.07 0.33
H 0.595 1.342 2.815 -0.15 -0.04 -0.01 0.26
```
Positions in Å, forces in eV/Å.

Number 1: E_HOMO -9.15 eV. Number 2: E_HOMO -8.27 eV.